No. 1
Entry from the Open Molecules 2025 dataset: 14 unconnected molecules or ions with the total composition C17H58F3O15 (ωB97M-V with the def2-TZVPD basis set).

Geometry as XYZ:
```
93
Properties=species:S:1:pos:R:3
C 4.46855 33.37826 4.37076
O 4.31641 32.02685 4.92525
O 5.65559 33.84463 5.00378
C 4.58197 33.40538 2.76549
F 3.54799 32.89030 2.21288
F 4.67107 34.68050 2.35422
F 5.65955 32.83293 2.30808
C 3.20809 31.19298 4.48308
C 3.20085 29.97429 5.35871
H 4.08348 29.40200 5.07314
H 3.22372 30.22778 6.41858
H 2.26357 29.42830 5.25145
H 3.27196 30.82427 3.45933
H 2.24665 31.70585 4.50940
H 3.54346 33.88782 4.64031
C 1.25381 38.34083 4.12415
O 0.32225 39.39677 4.36270
H 0.72604 37.38983 4.19587
H 1.68044 38.35611 3.12123
H 1.97489 38.22669 4.93354
H 0.80455 40.22302 4.44203
C 6.03358 28.22254 1.12203
O 5.58042 27.12965 1.87234
H 5.29242 28.67825 0.46546
H 6.30653 29.01585 1.81793
H 6.93193 27.98452 0.55248
H 5.02176 26.58507 1.31293
C 10.67847 31.71344 0.48128
O 11.94559 31.81702 1.18454
H 9.80868 32.06140 1.03848
H 10.77104 32.23003 -0.47406
H 10.44025 30.67636 0.24499
H 12.62864 31.56930 0.55710
C 2.08530 33.67033 8.53042
O 3.08031 33.03520 9.30851
H 1.38056 34.10465 9.23951
H 2.41584 34.51964 7.93250
H 1.67032 32.98274 7.79347
H 2.69349 32.30852 9.80239
C 5.72280 33.65257 -2.73573
O 6.99735 33.43306 -2.27512
H 5.44965 34.66778 -2.44789
H 5.54823 33.56123 -3.80778
H 5.02944 33.05258 -2.14636
H 7.29019 32.54922 -2.50889
C 7.50598 39.19628 5.38246
O 8.13512 38.72105 6.58794
H 6.93230 38.40185 4.90509
H 6.90061 40.06783 5.63149
H 8.19685 39.59694 4.64065
H 8.44250 39.45032 7.13138
C 9.56727 36.61272 2.02424
O 9.48653 35.81309 3.19468
H 10.28537 37.40631 2.23071
H 9.90213 36.02308 1.17083
H 8.59003 37.04691 1.81311
H 8.58406 35.48764 3.15959
C 1.33555 30.20094 -1.41082
O 1.92270 30.14774 -2.68532
H 1.43249 29.21970 -0.94620
H 1.75172 30.98206 -0.77460
H 0.27304 30.40778 -1.53884
H 1.77946 30.96650 -3.16564
C 6.74850 29.76897 8.47198
O 7.05185 31.03040 7.88817
H 5.87393 29.85295 9.11709
H 6.53667 28.94491 7.79070
H 7.59243 29.46713 9.09228
H 6.34245 31.19573 7.26285
C 0.75612 26.13231 9.22460
O -0.65013 26.22628 9.64374
H 1.35231 26.93145 9.66509
H 1.12980 25.23736 9.72213
H 0.88193 26.08394 8.14297
H -1.12058 25.48243 9.26038
C -0.12756 26.73673 2.42932
O -1.12917 27.20249 3.34033
H 0.75218 27.38015 2.41682
H 0.33686 25.83457 2.82749
H -0.55252 26.59065 1.43627
H -1.82732 26.55015 3.24743
C 3.90309 24.11296 6.02723
O 4.31418 23.44401 7.23492
H 4.13271 25.17362 6.12905
H 4.49334 23.78452 5.17176
H 2.85761 24.02547 5.73158
H 5.23662 23.61768 7.43630
C -2.26354 30.22881 7.34038
O -2.48056 30.40818 5.96328
H -1.25287 30.41527 7.70351
H -3.00445 30.77211 7.92686
H -2.35743 29.15814 7.52186
H -1.96247 29.75022 5.49393
```

As for the net charge: -1. The lowest unoccupied orbital energy is 1.727 eV. The gap between HOMO and LUMO is 0.189 Ha. The value obtained for the highest occupied orbital energy is -3.41 eV.

=====

No. 2
Entry from the Open Molecules 2025 dataset: a molecular structure, C43H32IN6O2Ru (ωB97M-V with the def2-TZVPD basis set).

Geometry as XYZ:
```
85
Properties=species:S:1:pos:R:3
Ru 0.32393 -0.09191 -1.59042
C 0.87302 0.64750 -5.79770
C -0.10012 1.60802 -6.07048
C -0.72527 2.24703 -5.02770
C -0.40500 1.92573 -3.70019
N 0.48519 0.92462 -3.45878
C 1.11452 0.32767 -4.48764
N -0.96863 2.72457 -2.73193
C -0.48665 2.72120 -1.53931
N 0.45171 1.85168 -1.06897
C 0.93895 2.26407 0.14548
N 1.89855 1.73084 0.80152
C 2.63052 0.68604 0.27610
C 3.67210 0.19776 1.07594
C 4.53670 -0.75346 0.58477
C 4.38063 -1.20734 -0.72342
C 3.32123 -0.72470 -1.45171
N 2.45252 0.18240 -0.97217
C 0.16328 3.45376 0.54391
C 0.23534 4.25168 1.66677
C -0.65569 5.31845 1.74839
C -1.56889 5.57691 0.72957
C -1.61590 4.78758 -0.41624
C -0.74003 3.72486 -0.48869
H 1.40776 0.13960 -6.58646
H -0.34804 1.85582 -7.09399
H -1.45557 3.02752 -5.18124
H 1.82733 -0.44267 -4.22569
H 3.76883 0.61762 2.06707
H 5.34026 -1.13427 1.20121
H 5.04812 -1.93639 -1.15899
H 3.14570 -1.06342 -2.46538
H 0.95340 4.04391 2.44917
H -0.63646 5.96115 2.61850
H -2.24972 6.41144 0.83043
H -2.31323 4.98893 -1.21806
I 0.86832 -2.58055 -0.02591
C 1.01158 -3.55027 -1.89118
C 1.61558 -4.76606 -2.00985
C 1.49764 -5.46494 -3.22923
C 0.71407 -4.96402 -4.22911
C 0.05647 -3.71707 -4.09330
C -0.86626 -3.25505 -5.06177
C -1.57763 -2.10952 -4.84486
C -1.30125 -1.30564 -3.72214
C -0.34130 -1.65487 -2.80197
C 0.26977 -2.94027 -2.92249
H 2.15295 -5.20571 -1.18064
H 1.98534 -6.42357 -3.34016
H 0.55823 -5.52962 -5.13917
H -1.02519 -3.84852 -5.95348
H -2.32373 -1.78676 -5.55902
H -1.84512 -0.37571 -3.60335
C 1.67442 -1.35625 5.82045
C 0.99530 -0.11869 5.28648
C 1.42424 1.12298 5.73896
C 0.83923 2.28874 5.26921
C -0.17724 2.21286 4.34092
C -0.61519 0.97570 3.86160
N -1.57753 1.01371 2.84070
C -2.54497 0.06855 2.49180
C -3.43663 -0.41809 3.44384
C -4.45334 -1.28213 3.07146
C -4.62690 -1.64874 1.74208
C -3.75180 -1.16692 0.78544
C -2.69695 -0.33694 1.15651
C -1.63568 -0.06207 0.15634
O -0.42520 -0.00893 0.55032
O -1.88587 0.03572 -1.07638
C -0.03801 -0.21063 4.34154
C -0.48363 -1.55048 3.81976
H 2.44204 -1.08281 6.54181
H 2.15349 -1.92514 5.02006
H 0.96609 -2.02068 6.31808
H 2.21947 1.17717 6.47194
H 1.16503 3.24966 5.64596
H -0.66391 3.11005 3.97569
H -1.44854 1.76400 2.18152
H -3.33437 -0.09257 4.47133
H -5.13903 -1.64883 3.82446
H -5.43162 -2.31212 1.45686
H -3.84978 -1.44960 -0.25470
H -1.45248 -1.84535 4.22745
H 0.23074 -2.33204 4.06770
H -0.59123 -1.51617 2.73475
```

As for the net charge: +1. The lowest unoccupied orbital energy (alpha / beta) is -5.136 / -5.056 eV. The gap between HOMO and LUMO (alpha / beta) is 0.167 / 0.170 Ha. The value obtained for the highest occupied orbital energy (alpha / beta) is -9.67 / -9.68 eV.